1.
{
  "formula": "C22H25O4Ru",
  "method": "the ωB97M-V functional and the def2-TZVPD basis",
  "charge": -1,
  "e_homo_ev": [-0.26, -4.80],
  "spin_multiplicity": 5,
  "orbital_gap_ev": [1.973, 4.417],
  "e_tot_ev": -33983.2748,
  "symbols": ["Ru", "C", "C", "C", "H", "C", "C", "H", "H", "H", "H", "C", "C", "C", "H", "C", "C", "H", "H", "H", "H", "O", "C", "C", "C", "C", "C", "H", "H", "H", "H", "H", "H", "H", "H", "H", "H", "O", "C", "C", "C", "C", "C", "C", "C", "O", "O", "H", "H", "H", "H", "H"],
  "xyz": [[0.35467, 1.04118, -0.49791], [2.12114, 0.93862, 0.76534], [2.44971, 0.07738, -0.33021], [2.40297, 0.84195, -1.52534], [2.68805, -0.97308, -0.21553], [1.95277, 2.16945, -1.20793], [1.81156, 2.24154, 0.23778], [1.53849, 3.10952, 0.82890], [2.11649, 0.67037, 1.81753], [2.67301, 0.50839, -2.52829], [1.81375, 2.99432, -1.90345], [-1.72817, 0.63515, 0.35440], [-1.04056, 1.83756, 0.76750], [-0.86020, 2.65964, -0.41820], [-0.75612, 2.08508, 1.77591], [-1.35900, 1.91356, -1.55109], [-1.91187, 0.67903, -1.05592], [-2.37358, -0.09186, -1.65332], [-2.03380, -0.15798, 1.02136], [-0.42387, 3.64523, -0.45119], [-1.37402, 2.26646, -2.56891], [0.63403, -2.03568, -0.56533], [-0.24582, -0.26457, -5.16047], [0.37415, -1.39050, -4.55484], [0.60829, 0.97100, -4.95940], [-1.69177, -0.23016, -4.83558], [0.74354, -2.27304, -1.76117], [1.45047, -1.42661, -4.38324], [-0.22214, -2.26210, -4.31854], [-0.01319, -2.78781, -2.38493], [1.64338, -2.05686, -2.40845], [0.79212, 1.67469, -5.82960], [1.61036, 0.58650, -4.61303], [0.07365, 1.51555, -4.15510], [-2.48281, -0.12954, -5.64034], [-1.82785, 0.63631, -4.12597], [-1.89508, -1.20210, -4.29730], [0.15387, 0.64341, 3.59236], [-0.21143, -0.19079, 4.49266], [-0.47861, 0.23478, 5.83904], [-0.90299, -0.66489, 6.80063], [-1.08164, -2.02052, 6.49019], [-0.82700, -2.47357, 5.19135], [-0.39937, -1.61434, 4.19112], [-0.16216, -2.13839, 2.82078], [-0.36538, -3.33745, 2.54055], [0.22011, -1.23812, 1.91441], [0.28363, -0.35382, 2.42832], [-0.34515, 1.29464, 6.05369], [-1.10383, -0.30471, 7.81059], [-1.42427, -2.73180, 7.24745], [-0.96856, -3.52107, 4.91871]],
  "forces_ev_per_angstrom": [[-0.22, -3.77, -2.08], [0.55, 0.26, 0.44], [0.50, 0.72, 0.32], [0.31, 0.07, -0.21], [-0.26, 0.22, -0.23], [0.88, 0.39, 0.27], [1.86, 0.33, 0.38], [0.17, -0.17, -0.16], [0.04, 0.05, -0.33], [-0.43, -0.03, 0.43], [0.11, -0.31, 0.14], [0.91, 0.70, 0.06], [-1.93, 0.76, 0.31], [-1.51, 0.34, 0.38], [-0.18, 0.09, 0.09], [-0.52, -0.53, 0.69], [-0.42, 1.04, -0.21], [0.23, -0.03, -0.06], [0.23, -0.05, -0.17], [-0.11, 0.02, -0.03], [0.04, -0.11, -0.01], [-0.20, 0.39, 0.94], [2.14, -2.15, 1.73], [-0.62, 1.38, -1.12], [0.43, 0.26, -0.72], [-1.65, 0.01, 0.15], [0.36, -0.36, -2.76], [-0.31, -0.14, -0.22], [0.24, -0.10, -0.11], [-0.12, -0.09, 0.54], [-0.18, 0.01, 0.84], [-0.42, -0.75, 0.79], [-0.93, 0.89, -0.24], [0.73, 0.23, -0.15], [1.01, 0.07, 0.55], [-0.32, -0.79, -0.41], [-0.32, 1.18, -0.41], [-0.36, -0.66, 1.37], [0.11, 0.62, -0.26], [0.00, 0.02, -0.05], [0.01, 0.74, 0.51], [0.07, -0.31, -0.52], [-0.12, -0.41, 0.11], [0.10, 0.06, -0.19], [-0.47, -2.00, -1.17], [0.46, 2.32, 0.76], [-0.07, 0.15, 1.39], [-0.04, -0.81, -0.97], [-0.03, -0.27, -0.01], [0.05, -0.13, -0.26], [0.13, 0.32, -0.23], [0.06, 0.32, 0.08]],
  "nbo_charge": [0.500, -0.331, -0.140, -0.296, 0.263, -0.269, -0.288, 0.234, 0.242, 0.247, 0.237, -0.240, -0.310, -0.281, 0.249, -0.280, -0.268, 0.248, 0.249, 0.230, 0.239, -0.676, -0.158, -0.485, -0.624, -0.629, 0.011, 0.173, 0.173, 0.089, 0.068, 0.183, 0.199, 0.186, 0.186, 0.177, 0.206, -0.542, 0.371, -0.161, -0.312, -0.110, -0.224, -0.166, 0.729, -0.609, -0.661, 0.495, 0.212, 0.210, 0.210, 0.247]
}


2.
{
  "formula": "C3ClN3S",
  "method": "the ωB97M-V functional and the def2-TZVPD basis",
  "charge": 0,
  "e_homo_ev": -9.89,
  "e_above_lowest_kcal_mol": 11.8,
  "orbital_gap_ev": 9.422,
  "e_tot_ev": -30937.0082,
  "symbols": ["C", "C", "C", "N", "N", "N", "S", "Cl"],
  "xyz": [[-1.43177, -1.17440, -0.00867], [-0.15452, -0.55736, -0.04889], [0.25944, 1.15220, 0.03183], [-2.54239, -1.48949, 0.04996], [0.95077, -1.22859, -0.05882], [1.53120, 1.20408, 0.02465], [2.24664, -0.29397, 0.01652], [-0.85938, 2.38753, -0.00659]],
  "forces_ev_per_angstrom": [[-1.17, 0.49, 0.00], [1.87, 2.93, 0.32], [-0.10, -5.08, -0.50], [0.83, 0.00, -0.07], [-1.50, -0.01, 0.10], [-0.27, 0.36, 0.24], [0.56, 0.93, -0.15], [-0.21, 0.38, 0.06]],
  "nbo_charge": [0.216, 0.054, 0.147, -0.238, -0.545, -0.604, 0.843, 0.127]
}